Entry 1:
Molecular formula: C4H2FOS
Method: DFT, ωB97M-V/def2-TZVPD

Properties
E_HOMO (spin up / spin down)	-2.441 / -2.446	eV
total charge	-1

Each line ends with the Löwdin charge.
Geometry (Å):
C1 -1.09 0.10 0.11  -0.359
C2 0.11 -0.84 -0.18  -0.382
C3 -1.71 1.20 0.06  -0.195
C4 1.34 -0.45 0.33  -0.655
O1 -1.07 -1.13 0.69  -0.038
F1 -1.48 2.40 -0.41  -0.048
S1 2.30 0.17 -0.88  0.459
H1 1.67 -0.19 1.43  0.100
H2 -0.07 -1.26 -1.16  0.117

---

Entry 2:
Molecular formula: C36H45AsN4ORuS2
Method: DFT, ωB97M-V/def2-TZVPD

Properties
E_HOMO (spin up / spin down)	-9.298 / -9.516	eV
total charge	+1
multiplicity	2
<S²>	0.75

Each line ends with the Löwdin charge.
Geometry (Å):
Ru1 1.16 0.01 -0.34  1.098
S1 4.46 -0.98 2.51  1.036
C1 3.68 -2.46 2.22  -0.411
C2 2.60 -2.33 1.40  -0.202
C3 2.38 -0.99 0.97  -0.381
C4 3.32 -0.15 1.52  -0.555
C5 3.30 1.28 1.25  -0.282
C6 4.26 2.20 1.66  -0.009
C7 4.07 3.54 1.37  -0.046
C8 2.93 3.94 0.67  -0.053
C9 2.04 2.97 0.27  -0.135
N1 2.22 1.68 0.55  -0.068
H1 4.06 -3.36 2.68  0.069
H2 1.99 -3.18 1.10  0.099
H3 5.14 1.86 2.20  0.109
H4 4.80 4.27 1.68  0.115
H5 2.74 4.98 0.45  0.106
H6 1.15 3.21 -0.29  0.102
C10 -2.96 0.84 -1.55  -0.089
C11 -3.36 -0.39 -2.06  -0.081
C12 -2.43 -1.41 -2.18  -0.040
C13 -1.12 -1.20 -1.77  -0.239
C14 -0.71 0.00 -1.17  -0.257
C15 -1.66 1.03 -1.10  -0.157
C16 -0.01 -2.13 -2.04  -0.228
C17 -0.14 -3.35 -2.76  0.012
C18 0.98 -4.04 -3.09  0.011
C19 2.25 -3.53 -2.75  -0.150
C20 3.45 -4.19 -3.11  -0.027
C21 4.66 -3.64 -2.81  -0.062
C22 4.72 -2.37 -2.18  -0.048
C23 3.58 -1.71 -1.82  -0.027
C24 2.31 -2.31 -2.06  -0.187
N2 1.16 -1.67 -1.65  0.040
H7 -3.67 1.66 -1.50  0.107
H8 -4.38 -0.55 -2.38  0.104
H9 -2.73 -2.36 -2.60  0.108
H10 -1.37 2.00 -0.70  0.090
H11 -1.12 -3.70 -3.04  0.109
H12 0.91 -4.97 -3.64  0.126
H13 3.39 -5.14 -3.63  0.118
H14 5.58 -4.16 -3.07  0.110
H15 5.68 -1.92 -1.98  0.112
H16 3.63 -0.72 -1.39  0.093
C25 2.66 2.01 -4.61  -0.190
As1 1.13 1.65 -3.52  1.031
C26 0.13 3.27 -3.41  -0.186
C27 0.04 0.37 -4.43  -0.167
O1 1.68 1.17 -2.01  -0.575
H17 2.35 2.42 -5.57  0.049
H18 3.20 1.08 -4.75  0.048
H19 3.29 2.72 -4.08  0.049
H20 -0.13 3.61 -4.42  0.051
H21 0.73 4.03 -2.91  0.046
H22 -0.79 3.08 -2.85  0.028
H23 -0.17 0.72 -5.44  0.055
H24 -0.88 0.25 -3.87  0.027
H25 0.57 -0.58 -4.46  0.048
C28 -4.80 3.59 3.40  -0.110
C29 -3.68 2.91 4.19  -0.261
C30 -2.29 3.10 3.60  -0.192
C31 -2.17 2.68 2.13  -0.222
N3 -2.57 1.30 1.91  0.031
C32 -1.74 0.26 1.72  -0.734
S2 -0.05 0.40 1.90  0.810
N4 -2.31 -0.91 1.42  0.035
C33 -1.61 -2.19 1.35  -0.201
C34 -1.35 -2.83 2.71  -0.202
C35 -2.58 -3.33 3.46  -0.249
C36 -3.46 -2.23 4.06  -0.109
H26 -5.75 3.52 3.93  0.074
H27 -4.95 3.13 2.42  0.060
H28 -4.57 4.64 3.24  0.080
H29 -3.90 1.84 4.29  0.098
H30 -3.67 3.31 5.21  0.109
H31 -1.56 2.52 4.18  0.112
H32 -2.00 4.15 3.67  0.119
H33 -1.14 2.78 1.81  0.074
H34 -2.79 3.31 1.50  0.117
H35 -3.56 1.11 1.93  0.142
H36 -3.31 -0.93 1.31  0.140
H37 -0.68 -2.03 0.82  0.069
H38 -2.24 -2.85 0.74  0.128
H39 -0.81 -2.11 3.33  0.098
H40 -0.67 -3.67 2.54  0.114
H41 -2.24 -3.97 4.27  0.106
H42 -3.18 -3.96 2.79  0.107
H43 -2.86 -1.46 4.53  0.075
H44 -4.13 -2.64 4.82  0.072
H45 -4.10 -1.75 3.31  0.054

---

Entry 3:
Molecular formula: C6H7NO
Method: DFT, ωB97M-V/def2-TZVPD

Properties
E_HOMO	-9.462	eV
SMILES string	OCc1ccncc1

Each line ends with the Löwdin charge.
Geometry (Å):
O1 2.44 -0.53 -0.56  -0.172
C1 1.70 0.43 0.26  -0.214
C2 0.17 0.12 0.02  -0.228
C3 -0.65 1.18 -0.18  -0.007
C4 -2.02 0.82 -0.24  -0.189
N1 -2.52 -0.33 -0.14  0.056
C5 -1.64 -1.37 -0.05  -0.081
C6 -0.24 -1.19 0.06  -0.003
H1 3.51 -0.52 -0.27  0.189
H2 2.02 1.51 -0.10  0.128
H3 2.02 0.41 1.52  0.173
H4 -0.48 2.16 -0.17  0.066
H5 -2.75 1.65 -0.25  0.115
H6 -1.97 -2.38 -0.06  0.095
H7 0.41 -1.94 0.16  0.071

---

These records have maximum force values of 2.95, 1.61, 5.63 eV Å⁻¹, in the order they appear.